Molecular formula: C3H10NO2
Method: DFT, the ωB97M-V functional and the def2-TZVPD basis

As for the total energy: -8851.725 eV. Its frontier orbital gap is 11.6 eV. As for the energy above the lowest of the compared OMol25 structures with the same formula, charge and spin: 14.20 kcal/mol. As for the total charge: +1. The value obtained for the maximum force is 0.9 eV/A.

CARTESIAN COORDINATES (ANGSTROEM)
O -0.577 2.299 -1.441
O 2.377 -0.648 0.405
N 0.189 -0.299 -0.934
C -0.823 -0.276 1.318
C 1.461 -1.240 0.897
C 0.054 -1.068 0.351
H -1.753 0.057 0.850
H -0.703 3.166 -1.020
H -0.202 0.669 -0.910
H 1.190 -0.112 -1.122
H -0.430 -2.015 0.095
H -0.915 2.381 -2.348
H -0.265 0.604 1.647
H -0.991 -0.822 2.234
H -0.182 -0.767 -1.758
H 1.570 -1.929 1.735

Force components x, y, z for each atom (eV/Å):
-0.207 0.189 -0.222
0.277 0.109 -0.076
0.467 0.682 -0.366
0.654 0.556 0.070
-0.263 -0.310 -0.201
-0.689 0.215 -0.483
0.025 -0.288 0.183
0.054 -0.345 -0.189
-0.252 -0.160 0.053
0.084 -0.325 0.298
0.290 -0.070 0.176
0.105 0.166 0.387
-0.094 0.183 -0.173
-0.370 -0.405 0.078
-0.157 -0.155 0.148
0.076 -0.041 0.317